Record 1
52
Properties=species:S:1:pos:R:3:lowdin_charge:R:1 method="wB97M-V/def2-TZVPD" homo_lumo_gap_ev=3.8 e_tot_ha=-1934.6096 homo_energy_ev=-6.52 charge=0
C 4.6709 -2.6631 -1.8931 -0.0534
C 4.4919 -1.3056 -2.2111 -0.0447
C 3.2096 -0.7773 -2.3222 -0.0166
C 2.0932 -1.5891 -2.1305 -0.1576
C 0.8229 -0.7962 -1.9267 -0.3026
C -0.3523 -1.5440 -1.2568 -0.4990
N -1.6455 -1.1565 -1.9140 0.0102
C -1.9455 0.1655 -1.8018 0.0040
C -3.2080 0.6503 -2.1321 0.0115
C -4.2236 -0.2321 -2.4774 0.0478
C -3.9998 -1.6224 -2.3442 -0.1271
C -2.6662 -2.1119 -2.1115 -0.0976
C -2.4527 -3.4945 -1.9436 0.0101
C -3.5240 -4.3960 -1.9064 -0.0300
C -4.8353 -3.9325 -2.0950 -0.0542
C -5.0564 -2.5849 -2.3432 -0.0018
O 0.7124 0.3629 -2.2981 0.0973
C 2.2684 -2.9565 -1.8607 -0.0305
C 3.5505 -3.4853 -1.7147 -0.0634
H 5.6711 -3.1126 -1.8209 0.1133
H 5.3534 -0.6583 -2.3850 0.1132
H 3.0601 0.2776 -2.5137 0.1269
H -0.1605 -2.5924 -1.3869 0.0483
H -1.1659 0.8388 -1.4307 0.1478
H -3.3340 1.7306 -2.0984 0.1308
H -5.1982 0.1392 -2.8238 0.1395
H -1.4263 -3.8669 -1.8906 0.1145
H -3.3266 -5.4493 -1.7112 0.1200
H -5.6505 -4.6560 -2.0260 0.1183
H -6.0808 -2.2694 -2.5348 0.1225
H 1.4005 -3.6021 -1.7691 0.1016
H 3.6414 -4.5483 -1.4799 0.1102
F 1.4494 -2.2585 1.7087 -0.0387
C 1.0835 -0.9948 1.2847 -0.4649
F 2.0272 -0.4860 0.4190 0.0288
S -0.6153 -1.3927 0.4757 1.0508
N 1.8680 2.1631 2.9634 0.1059
C 1.1952 3.0565 2.1039 -0.4422
O 0.9129 2.9844 0.9129 -0.0009
C 0.8451 4.2519 3.0434 -0.1057
C 0.8410 3.7191 4.3137 -0.1252
C 0.7052 4.5237 5.4601 -0.0217
C 0.7552 5.9309 5.2906 -0.0935
C 0.8522 6.4756 3.9803 -0.1014
C 0.8251 5.6403 2.8445 -0.0342
C 1.2552 2.2592 4.1904 -0.5010
O 1.0769 1.4374 5.0846 0.0077
H 1.0844 -0.3068 2.1687 0.1297
H 0.6068 4.0596 6.4552 0.1114
H 0.7308 6.5995 6.1722 0.0953
H 0.9564 7.5531 3.8571 0.0870
H 0.8505 6.0229 1.8250 0.1031


Record 2
61
Properties=species:S:1:pos:R:3:lowdin_charge:R:1 method="wB97M-V/def2-TZVPD" homo_lumo_gap_ev=6.9 e_tot_ha=-2780.4570 homo_energy_ev=-5.14 charge=-1
Ag 2.1363 -0.5905 0.5114 0.7363
C -1.1346 -4.1746 0.5818 -0.0545
C 0.0567 -3.4746 0.8207 -0.1276
N 0.1060 -2.1774 1.0126 0.0880
C -1.0422 -1.4722 0.9724 -0.1510
C -2.2876 -2.0798 0.7417 -0.1511
C -2.3068 -3.4708 0.5461 -0.0227
C -3.4789 -1.2770 0.6801 -0.0329
C -3.4123 0.0612 0.8176 -0.0269
C -2.1583 0.7220 1.0531 -0.1466
C -2.0619 2.1160 1.1975 -0.0147
C -0.8447 2.6838 1.4316 -0.0413
C 0.2738 1.8496 1.5404 -0.1187
N 0.2165 0.5424 1.4280 0.0598
C -0.9781 -0.0275 1.1602 -0.1533
H -1.1146 -5.2447 0.4228 0.1014
H 1.0107 -3.9982 0.8515 0.1142
H -3.2521 -3.9704 0.3685 0.1131
H -4.4305 -1.7731 0.5148 0.1104
H -4.3112 0.6686 0.7619 0.1125
H -2.9536 2.7236 1.1024 0.1159
H -0.7176 3.7546 1.5110 0.1113
H 1.2531 2.2745 1.7396 0.1193
O 6.0513 -1.4722 5.2324 0.1004
C 4.8489 -1.4028 5.7411 -0.5334
O 4.6262 -1.4668 6.9373 0.0499
C 3.7284 -1.2452 4.7713 -0.0633
C 2.4137 -1.1568 5.1508 -0.0202
N 1.6988 -1.0256 4.0162 0.0040
N 2.4615 -1.0203 2.9201 0.0428
C 3.7003 -1.1408 3.3499 -0.1387
C 4.8041 -1.1679 2.3063 -0.5857
O 5.9785 -1.3220 2.7542 -0.0011
O 4.4568 -1.0442 1.1166 -0.0664
H 6.0175 -1.4236 4.1953 0.0356
H 1.9699 -1.1829 6.1371 0.1314
H 0.7075 -0.9279 3.9064 0.1390
N -5.0351 2.5007 -4.4782 0.0784
C -3.7139 2.5106 -4.0082 -0.3321
C -2.7404 1.7139 -4.6153 -0.0382
C -1.4233 1.7638 -4.1933 -0.0605
C -1.0570 2.5928 -3.1362 -0.2759
C -2.0158 3.4009 -2.5400 -0.0685
C -3.3344 3.3614 -2.9692 -0.0449
S 0.6395 2.6871 -2.5965 0.5318
O 0.6422 3.7378 -1.6061 -0.3451
O 1.4089 2.8828 -3.8050 -0.3510
N 0.9451 1.3117 -1.8523 -0.1463
C 1.4640 0.1876 -2.4272 -0.6604
S 1.7461 -0.1178 -4.1627 0.9967
C 2.1668 -1.7601 -3.8436 -0.4469
C 2.1458 -1.9686 -2.5199 -0.2874
N 1.7667 -0.9078 -1.7145 -0.0770
H -5.3093 1.6656 -4.9684 0.0779
H -5.7291 2.8101 -3.8196 0.0763
H -3.0236 1.0589 -5.4355 0.1070
H -0.6726 1.1544 -4.6843 0.0732
H -1.7045 4.0799 -1.7540 0.1033
H -4.0808 4.0035 -2.5053 0.1039
H 2.4567 -2.4418 -4.6345 0.0537
H 2.4262 -2.8937 -2.0328 0.0969


Repeat the second record exactly.
61
Properties=species:S:1:pos:R:3:lowdin_charge:R:1 method="wB97M-V/def2-TZVPD" homo_lumo_gap_ev=6.9 e_tot_ha=-2780.4570 homo_energy_ev=-5.14 charge=-1
Ag 2.1363 -0.5905 0.5114 0.7363
C -1.1346 -4.1746 0.5818 -0.0545
C 0.0567 -3.4746 0.8207 -0.1276
N 0.1060 -2.1774 1.0126 0.0880
C -1.0422 -1.4722 0.9724 -0.1510
C -2.2876 -2.0798 0.7417 -0.1511
C -2.3068 -3.4708 0.5461 -0.0227
C -3.4789 -1.2770 0.6801 -0.0329
C -3.4123 0.0612 0.8176 -0.0269
C -2.1583 0.7220 1.0531 -0.1466
C -2.0619 2.1160 1.1975 -0.0147
C -0.8447 2.6838 1.4316 -0.0413
C 0.2738 1.8496 1.5404 -0.1187
N 0.2165 0.5424 1.4280 0.0598
C -0.9781 -0.0275 1.1602 -0.1533
H -1.1146 -5.2447 0.4228 0.1014
H 1.0107 -3.9982 0.8515 0.1142
H -3.2521 -3.9704 0.3685 0.1131
H -4.4305 -1.7731 0.5148 0.1104
H -4.3112 0.6686 0.7619 0.1125
H -2.9536 2.7236 1.1024 0.1159
H -0.7176 3.7546 1.5110 0.1113
H 1.2531 2.2745 1.7396 0.1193
O 6.0513 -1.4722 5.2324 0.1004
C 4.8489 -1.4028 5.7411 -0.5334
O 4.6262 -1.4668 6.9373 0.0499
C 3.7284 -1.2452 4.7713 -0.0633
C 2.4137 -1.1568 5.1508 -0.0202
N 1.6988 -1.0256 4.0162 0.0040
N 2.4615 -1.0203 2.9201 0.0428
C 3.7003 -1.1408 3.3499 -0.1387
C 4.8041 -1.1679 2.3063 -0.5857
O 5.9785 -1.3220 2.7542 -0.0011
O 4.4568 -1.0442 1.1166 -0.0664
H 6.0175 -1.4236 4.1953 0.0356
H 1.9699 -1.1829 6.1371 0.1314
H 0.7075 -0.9279 3.9064 0.1390
N -5.0351 2.5007 -4.4782 0.0784
C -3.7139 2.5106 -4.0082 -0.3321
C -2.7404 1.7139 -4.6153 -0.0382
C -1.4233 1.7638 -4.1933 -0.0605
C -1.0570 2.5928 -3.1362 -0.2759
C -2.0158 3.4009 -2.5400 -0.0685
C -3.3344 3.3614 -2.9692 -0.0449
S 0.6395 2.6871 -2.5965 0.5318
O 0.6422 3.7378 -1.6061 -0.3451
O 1.4089 2.8828 -3.8050 -0.3510
N 0.9451 1.3117 -1.8523 -0.1463
C 1.4640 0.1876 -2.4272 -0.6604
S 1.7461 -0.1178 -4.1627 0.9967
C 2.1668 -1.7601 -3.8436 -0.4469
C 2.1458 -1.9686 -2.5199 -0.2874
N 1.7667 -0.9078 -1.7145 -0.0770
H -5.3093 1.6656 -4.9684 0.0779
H -5.7291 2.8101 -3.8196 0.0763
H -3.0236 1.0589 -5.4355 0.1070
H -0.6726 1.1544 -4.6843 0.0732
H -1.7045 4.0799 -1.7540 0.1033
H -4.0808 4.0035 -2.5053 0.1039
H 2.4567 -2.4418 -4.6345 0.0537
H 2.4262 -2.8937 -2.0328 0.0969